{"formula": "C5H7NO", "method": "wB97M-V/def2-TZVPD", "charge": 0, "total_energy_ev": -8829.445, "e_above_lowest_kj_mol": 652.0, "lumo_energy_ev": [0.669, -0.245], "molar_mass_g_mol": 97.1, "species": ["C", "C", "O", "C", "C", "N", "C", "H", "H", "H", "H", "H", "H", "H"], "positions_angstrom": [[1.50127, -0.43017, 1.04156], [0.90998, -0.59051, -0.24648], [-0.26330, -1.33364, -0.44934], [-1.01493, -0.15279, -0.87660], [-1.60333, 0.56191, 0.34410], [-0.29667, 1.24408, 0.61802], [0.23504, 0.71770, -0.66985], [1.59669, -1.31556, 1.67379], [2.28527, 0.31526, 1.10955], [1.90602, -1.20640, -0.58735], [-1.57675, -0.35480, -1.79742], [-2.42716, 1.25780, 0.08892], [-1.97083, -0.11333, 1.12876], [0.71870, 1.40045, -1.37768]], "nbo_charge": [-0.30, 0.03, -0.51, 0.07, -0.32, -0.23, -0.17, 0.19, 0.20, 0.19, 0.20, 0.21, 0.22, 0.22]}